No. 1
{"formula": "C48H48F6N6", "method": "wB97M-V/def2-TZVPD", "homo_lumo_gap_ev": 9.123, "e_tot_ev": -75798.5179, "lumo_energy_ev": 0.129, "de_lowest_kcal_mol": 0.0, "smiles": "Fc1ccccc1.Fc1ccccc1.Fc1ccccc1.Fc1ccccc1.Fc1ccccc1.Fc1ccccc1.CC#N.CC#N.CC#N.CC#N.CC#N.CC#N", "homo_energy_ev": -8.995, "species": ["F", "C", "C", "C", "C", "C", "C", "H", "H", "H", "H", "H", "F", "C", "C", "C", "C", "C", "C", "H", "H", "H", "H", "H", "F", "C", "C", "C", "C", "C", "C", "H", "H", "H", "H", "H", "F", "C", "C", "C", "C", "C", "C", "H", "H", "H", "H", "H", "F", "C", "C", "C", "C", "C", "C", "H", "H", "H", "H", "H", "F", "C", "C", "C", "C", "C", "C", "H", "H", "H", "H", "H", "C", "C", "N", "H", "H", "H", "C", "C", "N", "H", "H", "H", "C", "C", "N", "H", "H", "H", "C", "C", "N", "H", "H", "H", "C", "C", "N", "H", "H", "H", "C", "C", "N", "H", "H", "H"], "xyz": [[-1.29689, -0.16094, -5.41397], [-2.27356, -0.18397, -4.46970], [-3.55413, -0.00566, -4.93322], [-4.60167, -0.11352, -4.06345], [-4.36577, -0.34328, -2.72480], [-3.05348, -0.49400, -2.26914], [-1.98110, -0.37570, -3.13503], [-3.70278, 0.13490, -5.99742], [-5.60672, -0.07628, -4.46835], [-5.18744, -0.45208, -2.03000], [-2.91404, -0.60240, -1.19840], [-0.96872, -0.50936, -2.77253], [-4.52993, 3.25872, -2.69138], [-3.23971, 3.38277, -2.34650], [-2.79689, 2.76624, -1.19875], [-1.49301, 2.95574, -0.77499], [-0.67693, 3.81116, -1.48979], [-1.12623, 4.39290, -2.67960], [-2.42719, 4.17822, -3.11681], [-3.46916, 2.13335, -0.63130], [-1.17411, 2.37294, 0.07971], [0.32521, 4.01709, -1.12982], [-0.42210, 5.00223, -3.23522], [-2.75778, 4.60705, -4.05454], [6.06198, -5.18946, 0.83059], [5.49899, -4.40773, 1.76790], [4.76394, -3.31377, 1.37274], [4.21589, -2.50276, 2.35649], [4.37617, -2.80017, 3.69850], [5.04092, -3.95179, 4.06540], [5.61968, -4.76091, 3.10052], [4.65083, -3.07500, 0.32292], [3.63413, -1.63830, 2.05559], [3.95978, -2.18773, 4.48860], [5.20466, -4.20168, 5.10444], [6.11020, -5.68630, 3.37944], [-5.73129, -5.26290, 3.01699], [-4.65060, -4.51997, 2.61973], [-3.97756, -3.74757, 3.55649], [-2.89551, -2.97591, 3.13165], [-2.52757, -2.95426, 1.79585], [-3.21896, -3.75309, 0.89538], [-4.26059, -4.57082, 1.30133], [-4.33998, -3.71824, 4.57617], [-2.39538, -2.32928, 3.84363], [-1.81877, -2.22552, 1.42054], [-2.88682, -3.77031, -0.13573], [-4.72570, -5.16924, 0.52941], [-4.32282, 3.02456, 4.42366], [-4.55395, 2.11417, 3.43964], [-5.84291, 1.71049, 3.19617], [-6.04289, 0.77060, 2.21335], [-4.97294, 0.21165, 1.53634], [-3.67869, 0.64590, 1.78661], [-3.47479, 1.60913, 2.75087], [-6.68536, 2.16223, 3.69956], [-7.05265, 0.43564, 2.01343], [-5.17093, -0.55716, 0.79499], [-2.82863, 0.28184, 1.21880], [-2.46356, 1.90089, 3.00905], [0.61337, -1.13109, 2.89403], [0.21527, -0.05026, 3.60790], [-0.49846, -0.20378, 4.76317], [-0.89023, 0.92585, 5.45467], [-0.48122, 2.18109, 5.02675], [0.19670, 2.32036, 3.82552], [0.56577, 1.20299, 3.14137], [-0.86173, -1.17501, 5.08349], [-1.55390, 0.81964, 6.30238], [-0.75145, 3.02959, 5.64425], [0.44580, 3.33075, 3.53009], [1.20383, 1.26967, 2.26516], [2.19648, -2.04366, -4.84363], [1.85167, -2.50286, -3.50622], [1.55345, -2.85968, -2.46786], [2.03353, -0.97479, -4.93315], [1.54285, -2.53936, -5.56811], [3.20988, -2.34663, -5.09686], [1.99625, -0.30617, -0.33470], [0.56501, -0.36789, -0.10112], [-0.55215, -0.44166, 0.13087], [2.13740, 0.23016, -1.26534], [2.42638, -1.29882, -0.30134], [2.46532, 0.28058, 0.45982], [-0.00918, 2.45439, -5.68045], [0.78605, 1.79373, -4.67668], [1.45784, 1.24997, -3.93062], [-1.06688, 2.47836, -5.44008], [0.11311, 1.98087, -6.65462], [0.35989, 3.47696, -5.80352], [3.32682, 3.53485, -2.25077], [2.98870, 4.29674, -3.45321], [2.63734, 4.85703, -4.37997], [3.72248, 4.17448, -1.46885], [4.08170, 2.80418, -2.53966], [2.40440, 3.03871, -1.96013], [4.96575, 1.29666, 2.30549], [4.97841, 2.38056, 3.27011], [4.98582, 3.25466, 4.03071], [5.12357, 1.61798, 1.28045], [4.00247, 0.78816, 2.38787], [5.72679, 0.53338, 2.47171], [5.91896, -1.72436, -2.64431], [5.39032, -0.88649, -1.58255], [4.99935, -0.23177, -0.73029], [6.55659, -2.49018, -2.20732], [6.49269, -1.10064, -3.32408], [5.10297, -2.22051, -3.16245]], "forces_ev_per_a": [[0.341, -0.039, 0.224], [0.062, 0.190, -0.046], [0.429, -0.152, -0.865], [-0.881, -0.087, 0.078], [0.368, -0.341, 0.362], [-0.866, 0.622, 0.355], [0.311, -0.432, -0.046], [-0.027, 0.026, 0.053], [-0.018, 0.180, 0.209], [-0.019, 0.068, 0.010], [0.338, -0.203, -0.147], [0.006, 0.097, -0.142], [-0.278, -0.224, -0.194], [-0.156, 0.216, 0.267], [-0.291, -0.345, 0.216], [-0.421, -0.182, -0.148], [0.374, 0.069, -0.234], [0.340, -0.194, 0.578], [0.704, 0.208, -0.417], [-0.041, 0.038, -0.096], [0.247, 0.295, 0.120], [0.002, -0.019, -0.129], [-0.219, 0.068, -0.111], [-0.234, 0.014, 0.132], [0.118, -0.120, -0.162], [-0.297, -0.188, 0.372], [0.142, 0.324, -0.037], [-0.251, 0.246, -0.145], [-0.285, 0.030, 0.320], [0.678, -0.150, -0.085], [-0.015, -0.325, -0.086], [-0.017, -0.065, 0.031], [0.060, -0.019, 0.035], [-0.092, 0.179, -0.224], [-0.226, -0.009, 0.064], [0.138, 0.130, -0.114], [0.596, 0.405, -0.129], [-0.320, -0.328, 0.390], [-0.104, -0.069, -0.245], [-0.393, 0.108, 0.177], [-0.368, 0.319, -0.127], [0.592, 0.012, 0.044], [0.161, 0.184, -0.614], [0.096, -0.066, -0.009], [-0.029, -0.074, -0.046], [0.293, -0.268, 0.157], [-0.188, 0.041, -0.053], [-0.351, -0.194, 0.399], [-0.075, -0.137, -0.245], [0.291, 0.297, 0.566], [-0.258, 0.543, 0.015], [-0.208, -0.592, -0.108], [-0.073, -0.265, -0.546], [-0.243, -0.080, -0.322], [0.607, 0.030, 0.327], [0.097, 0.017, 0.215], [0.025, -0.016, -0.097], [0.133, 0.064, 0.042], [-0.065, -0.198, 0.111], [-0.103, 0.234, 0.012], [-0.055, 0.133, 0.282], [0.434, 0.065, -0.385], [-0.862, -0.691, 0.123], [0.114, 0.346, 0.032], [-0.733, -0.110, 0.459], [-0.138, 0.954, 1.250], [0.819, -0.669, -1.075], [0.294, -0.006, -0.086], [0.206, 0.045, 0.162], [0.006, 0.130, -0.288], [0.239, -0.152, -0.347], [-0.268, -0.006, -0.084], [-0.335, -0.462, -0.393], [0.226, 0.494, -1.164], [-0.221, -0.384, 1.272], [0.213, 0.137, 0.102], [-0.006, 0.050, 0.142], [0.120, 0.243, 0.059], [-0.219, 0.562, 0.465], [0.287, -0.278, 0.207], [-0.628, 0.118, -0.039], [0.386, -0.250, -0.336], [0.027, -0.117, -0.383], [-0.065, -0.016, -0.059], [-0.006, 0.767, -0.703], [-0.309, 0.033, -0.402], [0.492, -0.375, 0.702], [-0.025, -0.072, 0.228], [0.015, -0.243, 0.148], [-0.075, -0.020, 0.195], [0.071, 0.025, -0.691], [0.188, -0.445, 1.125], [-0.309, 0.595, -1.040], [-0.089, 0.078, 0.066], [-0.089, -0.151, 0.232], [0.125, -0.194, 0.288], [-0.209, -0.671, -0.183], [0.362, 1.160, 0.876], [-0.065, -1.046, -0.895], [-0.203, 0.301, -0.012], [0.016, 0.038, -0.173], [0.070, 0.188, 0.387], [-0.007, -0.080, 0.107], [0.114, -0.185, -0.128], [-0.140, 0.329, 0.333], [0.098, 0.012, -0.033], [0.034, -0.102, -0.143], [-0.043, 0.045, -0.113]], "lowdin_charge": [0.0277, -0.2800, -0.0318, -0.0901, -0.0844, -0.0838, -0.0092, 0.1209, 0.1111, 0.0997, 0.0785, 0.0968, 0.0648, -0.2913, -0.0150, -0.0747, -0.0953, -0.0848, -0.0224, 0.1056, 0.0886, 0.0895, 0.0990, 0.1186, 0.0574, -0.2884, -0.0151, -0.0835, -0.0915, -0.0851, -0.0147, 0.1000, 0.0825, 0.1056, 0.1070, 0.1186, 0.0322, -0.2687, -0.0109, -0.0734, -0.0930, -0.0856, -0.0233, 0.1152, 0.0834, 0.0660, 0.1058, 0.1160, 0.0435, -0.2695, -0.0215, -0.0860, -0.0903, -0.0919, -0.0100, 0.1189, 0.1072, 0.0987, 0.0703, 0.1002, 0.0445, -0.2795, -0.0247, -0.0770, -0.0931, -0.0904, -0.0381, 0.1112, 0.1114, 0.1085, 0.1137, 0.1000, -0.0645, -0.2814, 0.1532, 0.0424, 0.0893, 0.0732, -0.0889, -0.2559, 0.1902, 0.0547, 0.0552, 0.0521, -0.0592, -0.2710, 0.1686, 0.0729, 0.0909, 0.0805, -0.0719, -0.2941, 0.1342, 0.0824, 0.0776, 0.0449, -0.0948, -0.2780, 0.1232, 0.0559, 0.0529, 0.0840, -0.0423, -0.2504, 0.1744, 0.0907, 0.0889, 0.0697]}



No. 2
{"formula": "C42H43IrN5S3Se", "method": "wB97M-V/def2-TZVPD", "charge": -1, "homo_lumo_gap_ev": [4.657, 5.213], "e_tot_ev": -152393.3869, "s2": 6.07, "spin_multiplicity": 5, "lumo_energy_ev": [1.324, 0.645], "homo_energy_ev": [-3.333, -4.569], "species": ["Ir", "C", "C", "C", "C", "C", "C", "C", "C", "C", "C", "C", "C", "N", "C", "C", "N", "C", "C", "C", "C", "C", "C", "C", "C", "C", "C", "C", "C", "C", "C", "C", "C", "C", "C", "C", "C", "C", "C", "H", "H", "H", "H", "H", "H", "H", "H", "H", "H", "H", "H", "H", "H", "H", "H", "H", "H", "H", "H", "H", "H", "H", "H", "H", "H", "H", "H", "H", "H", "H", "H", "H", "H", "H", "H", "H", "H", "H", "H", "S", "C", "S", "S", "Se", "N", "C", "C", "C", "C", "N", "C", "N", "H", "H", "H"], "xyz": [[-1.24989, -0.79240, 0.89578], [2.74903, -2.69923, 3.78753], [2.45169, -1.70606, 2.63598], [3.34177, -0.52688, 2.64290], [2.40705, -2.37705, 1.30923], [3.30950, -3.42028, 1.09217], [3.32505, -4.10995, -0.15609], [2.58670, -3.67329, -1.19872], [1.78670, -2.50525, -1.15491], [1.30777, -2.01184, -2.47967], [0.37632, -2.99541, -3.22657], [2.42902, -1.77944, -3.44809], [1.64457, -1.92236, 0.20492], [0.84416, -0.75104, 0.37720], [1.06441, 0.45915, -0.19754], [-0.04687, 1.34332, -0.33368], [-1.20859, 1.05447, 0.27714], [-2.23816, 2.00324, 0.44197], [-3.31663, 1.94092, -0.42987], [-4.43344, 2.76019, -0.11423], [-4.38396, 3.69060, 0.87640], [-3.20690, 3.88757, 1.61074], [-2.13138, 3.00550, 1.48435], [-0.88867, 3.28631, 2.29459], [-0.34433, 4.72406, 1.97950], [-1.13126, 3.33917, 3.76836], [-3.18754, 0.96644, -1.56070], [-2.61881, 1.58061, -2.88604], [-4.54365, 0.34541, -1.92210], [0.48833, 2.47918, -1.07652], [0.01202, 3.69884, -1.57033], [0.84714, 4.56543, -2.24873], [2.21027, 4.26888, -2.51182], [2.68890, 3.00630, -2.11384], [3.98725, 2.48238, -2.41755], [4.41584, 1.31333, -1.91926], [3.54286, 0.49941, -1.09229], [2.25499, 0.91221, -0.85597], [1.83498, 2.17647, -1.39318], [2.46114, -2.33088, 4.73766], [3.78241, -3.01499, 3.85657], [2.15350, -3.63026, 3.67881], [1.44116, -1.30291, 2.75898], [4.38538, -0.77899, 2.59093], [3.26114, -0.01174, 3.62568], [3.09554, 0.20475, 1.85459], [4.04843, -3.68770, 1.86810], [3.93586, -5.01128, -0.24031], [2.69931, -4.25836, -2.11246], [0.82772, -1.06052, -2.32024], [0.96018, -3.68168, -3.82566], [-0.19923, -2.36166, -3.90746], [-0.36911, -3.49236, -2.59493], [2.95117, -2.70659, -3.52467], [3.14999, -1.00313, -3.14538], [1.98790, -1.42412, -4.36636], [-5.24357, 2.69611, -0.80633], [-5.22098, 4.35243, 1.01449], [-3.15512, 4.74584, 2.26551], [-0.04682, 2.59155, 2.09552], [-1.05043, 5.48128, 2.28359], [-0.12018, 4.90789, 0.90511], [0.55879, 4.84227, 2.50538], [-1.97546, 4.01207, 4.04464], [-0.27990, 3.75146, 4.30817], [-1.34671, 2.40220, 4.28884], [-2.45927, 0.13303, -1.27230], [-3.30582, 2.38929, -3.19907], [-2.55170, 0.79488, -3.62977], [-1.60809, 1.94368, -2.72869], [-5.10983, 0.96371, -2.57333], [-5.13632, 0.05566, -1.02561], [-4.31317, -0.59375, -2.44100], [-1.06329, 3.96748, -1.43808], [0.37428, 5.50714, -2.57354], [2.92290, 4.96386, -3.00033], [4.77047, 3.10881, -2.91612], [5.32754, 0.87757, -2.19366], [4.02463, -0.25215, -0.50570], [-3.50256, 1.18218, 4.20401], [-2.62729, 0.01884, 3.33354], [-3.34011, -0.53849, 1.95102], [-1.02821, -0.54773, 3.28651], [-3.70029, -3.71948, -2.06314], [-3.27115, -5.17236, -1.15652], [-2.37528, -4.84212, -0.21069], [-1.82143, -5.67256, 0.77582], [-0.90824, -5.08037, 1.58704], [-0.67744, -3.73180, 1.62648], [-1.31046, -2.84755, 0.82476], [-2.06554, -3.34414, -0.18114], [-2.54386, -2.58294, -1.18155], [-2.03689, -6.75114, 0.88417], [-0.34622, -5.71871, 2.26932], [0.01426, -3.26045, 2.33773]], "forces_ev_per_a": [[0.532, -1.780, 1.917], [-0.741, -0.810, -1.006], [-1.553, -0.680, 0.537], [0.465, 1.835, 0.919], [1.071, -1.024, -1.517], [0.012, -0.679, -1.116], [0.902, -0.014, 2.724], [-0.849, 0.590, -0.938], [1.196, -0.852, 2.986], [-0.947, 0.013, 0.427], [-0.891, 0.982, 0.504], [0.831, 1.298, 0.452], [0.708, 0.587, -2.381], [-1.188, 0.623, -0.662], [-0.530, -3.542, 1.039], [0.774, 0.370, 0.783], [1.454, 1.667, -0.707], [0.233, 1.571, 0.986], [0.105, 0.588, 1.135], [1.289, -1.270, -1.613], [0.691, 0.681, 0.410], [-0.266, -0.702, -0.354], [-0.542, -0.310, -1.382], [0.962, 0.871, -0.493], [-0.692, -0.823, -1.878], [-0.647, 0.042, 2.060], [-0.169, -0.884, -0.900], [-0.424, 0.088, 1.233], [0.740, -1.627, 1.159], [0.056, 1.324, -0.781], [-1.649, -1.211, 0.978], [1.545, 0.983, -0.874], [-1.062, 0.488, 0.055], [0.108, 0.021, -0.122], [1.261, 1.761, -0.344], [-2.248, -1.152, 0.932], [0.078, 1.125, 0.361], [0.450, 1.267, -0.975], [0.377, -0.127, -0.246], [-0.204, 0.824, 0.947], [0.357, 0.134, -0.128], [0.282, 0.462, -0.200], [-0.050, -0.119, 0.392], [0.645, -0.330, -0.416], [-0.162, -0.081, -0.544], [0.097, -0.315, 0.289], [-0.711, -0.021, -0.460], [-0.051, 0.322, -0.099], [-0.308, 0.354, -0.041], [-0.655, 0.311, 0.038], [0.029, -0.405, 0.045], [-0.044, -0.258, -0.211], [0.372, -0.048, -0.043], [0.555, -0.535, -0.717], [-0.257, -0.291, 0.129], [0.062, -0.249, -0.618], [-0.803, 0.032, -0.056], [-0.197, 0.152, 0.142], [0.042, -0.144, 0.260], [-0.696, 0.057, -0.100], [-0.245, 0.225, 0.242], [-0.218, -0.309, 0.531], [1.184, 0.324, 0.784], [0.378, -0.390, -0.397], [0.364, 0.142, -0.186], [0.023, 0.011, -0.544], [-1.285, 1.020, -0.264], [0.512, -0.270, -0.139], [-0.221, -0.086, -0.274], [0.033, 0.318, -0.079], [-0.665, 0.682, -0.528], [0.352, 0.338, -0.527], [-0.273, 0.146, -0.098], [1.023, -0.177, 0.007], [0.632, -0.422, 0.073], [-0.839, -0.376, 0.214], [-1.120, -0.430, 0.066], [1.432, -0.193, -0.134], [-0.128, -0.998, -0.094], [0.831, -1.361, 0.387], [-1.362, 1.932, 0.837], [-1.772, -1.066, -2.806], [1.936, 0.335, 1.254], [0.252, 0.912, -0.476], [0.767, -0.632, 0.936], [-1.244, 1.515, -0.703], [-0.805, -0.756, -1.265], [1.441, -0.220, 1.746], [0.526, 0.939, 0.523], [-0.241, -0.399, -0.812], [-0.363, -1.248, -0.915], [-0.165, -1.297, 1.332], [-0.001, 0.811, -0.412], [-0.100, 0.314, 0.044], [-0.379, -0.474, -0.240]], "lowdin_charge": [1.0445, -0.0570, -0.4087, -0.0613, -0.1809, -0.0251, -0.0836, -0.0681, -0.0805, -0.3812, -0.0470, -0.0702, -0.1335, -0.0138, -0.1949, -0.1565, -0.1473, -0.2181, -0.1678, -0.0318, -0.0769, -0.0441, -0.1206, -0.3505, -0.0582, -0.1405, -0.3652, -0.0367, -0.0806, -0.0694, -0.0420, -0.0732, -0.0077, -0.1722, -0.0426, -0.0738, 0.0048, -0.0894, -0.0748, 0.0615, 0.0654, 0.0883, 0.0588, 0.0757, 0.0968, 0.0790, 0.1091, 0.0996, 0.1133, 0.1212, 0.0715, 0.0818, 0.0638, 0.0613, 0.0718, 0.0848, 0.1000, 0.0965, 0.1041, 0.1365, 0.0661, 0.0719, 0.0530, 0.0869, 0.0745, -0.0046, 0.0972, 0.0880, 0.0734, 0.0458, 0.0561, 0.0959, 0.0507, 0.1307, 0.1077, 0.1150, 0.1241, 0.0865, 0.1063, 0.4928, -1.7579, 0.4995, 0.5055, 0.9293, -0.3303, -0.3752, -0.0588, -0.1233, -0.1582, -0.1457, -0.4803, -0.2713, 0.1145, 0.1021, 0.0875]}